Record 1
Entry from the OMol25 dataset: C59H51AsN7OPdS4 as an isolated structure (ωB97M-V/def2-TZVPD).

Summary:
total charge	+1
HOMO energy (alpha / beta)	-8.4 / -8.4	eV
LUMO energy (alpha / beta)	-2.154 / -2.129	eV
frontier orbital gap (alpha / beta)	6.246 / 6.273	eV

Each line ends with the Löwdin charge.
Geometry (Å):
C1 -0.673451 2.350613 3.929378  -0.3151
C2 1.672216 -3.512577 -1.536530  -0.3543
C3 6.108716 -0.520130 -0.095655  -0.0846
S1 0.607693 -0.390370 1.862564  0.7564
C4 1.555038 -2.618084 -4.799037  -0.1279
C5 -4.749482 -0.524467 4.151992  -0.0539
N1 -1.487058 2.172519 1.493241  -0.3535
C6 -3.124209 3.376595 -1.827138  -0.0598
C7 3.559221 -1.077696 -5.949690  -0.0695
H1 3.069998 -1.527240 1.513091  0.1103
C8 -3.194043 0.563872 0.153626  -0.2952
C9 0.303092 0.774823 -4.674425  -0.5034
C10 3.013214 3.297946 2.955682  -0.0709
H2 -2.814193 2.607468 -2.522377  0.1112
C11 -3.813634 2.063992 3.724156  -0.0571
H3 -4.703948 6.364340 -1.683377  0.1105
S2 -1.425703 1.270607 2.740483  0.8658
H4 -2.638711 -2.157761 -3.259135  0.1116
C12 0.568327 1.401267 -7.023797  -0.0038
H5 -1.766283 -1.031082 0.009690  0.0556
C13 1.720507 -2.615704 -6.176204  -0.0838
H6 -5.704872 2.713486 4.479703  0.1143
C14 0.713891 -4.974227 0.109828  -0.0756
N2 -0.753908 -0.111147 2.779904  -0.3471
C15 -3.473769 -0.339353 3.634917  -0.0569
C16 2.176138 -4.610485 -2.227593  -0.1099
C17 -3.823009 5.364649 -0.007054  -0.0617
H7 1.637382 1.361716 -6.839134  0.0895
S3 2.773473 1.209591 -1.582817  0.6162
H8 5.363600 1.481058 -0.309423  0.0992
H9 0.343564 0.991704 -8.005819  0.0921
C18 -3.133927 4.242229 0.434879  -0.0686
H10 3.050572 -4.814018 4.262696  0.1094
N3 -0.116609 0.601968 -6.013924  -0.0353
H11 0.566008 -2.823570 0.169475  0.0468
As1 2.086296 -1.719800 -2.100856  1.2695
H12 4.025771 -0.453583 -3.947988  0.1019
C19 0.939435 -3.690942 -0.367996  -0.1112
C20 -4.520764 0.932381 0.349475  -0.0546
C21 0.695598 -2.428810 3.783865  -0.0637
H13 -2.602992 -1.589129 -5.635955  0.1078
C22 1.939263 -5.891872 -1.746951  -0.0727
C23 -5.119105 -1.395941 0.443241  -0.0700
C24 3.958851 0.040022 -1.061612  -0.7241
Pd1 0.559673 0.002792 -1.601225  0.4554
N4 0.408909 -0.745114 0.474988  -0.3448
H14 -3.502230 -2.796244 0.236476  0.1117
C25 -4.168273 5.487695 -1.344562  -0.0634
H15 4.488154 -3.337925 -1.035879  0.1013
C26 2.372468 3.214027 1.730253  -0.0629
H16 -0.861184 0.841338 5.450574  0.1219
H17 -5.117389 -1.527863 4.317436  0.1147
H18 2.172776 0.279486 4.241961  0.1197
H19 1.070989 -3.218228 -6.798263  0.1057
S4 -1.887257 1.782981 -0.070404  0.7562
H20 0.154117 -5.115238 1.025801  0.1034
H21 -0.345568 3.964521 2.560547  0.1094
C27 5.172894 0.427850 -0.470586  -0.1117
C28 0.537352 3.905007 5.838365  -0.0580
C29 -0.229985 3.615205 3.576172  -0.0621
H22 -2.853824 4.134163 1.470466  0.0852
C30 -3.788540 -1.752327 0.262379  -0.0663
H23 2.441644 4.025510 1.018178  0.1197
H24 0.766708 -3.215298 -4.350083  0.1046
H25 3.580921 4.184636 3.206831  0.1131
H26 -3.433573 3.064765 3.562558  0.1141
H27 0.214612 2.255506 7.177346  0.1136
H28 2.330783 -6.746302 -2.282699  0.1068
C31 1.345509 -1.710993 2.794595  -0.3277
H29 2.862358 -1.850512 -7.824553  0.1055
C32 -2.795941 3.258188 -0.482530  -0.3213
H30 -4.806389 1.974886 0.379094  0.1138
C33 2.726797 -1.847061 -6.750734  -0.0828
H31 -0.274621 -2.110979 4.137325  0.0965
C34 -5.081624 1.863191 4.238825  -0.0512
H32 0.745777 5.379528 4.294468  0.1183
C35 2.940953 2.247795 3.865935  -0.0651
C36 -0.517818 1.840330 5.212854  -0.0618
C37 2.401163 -1.856941 -3.996027  -0.3559
C38 2.596228 -2.090550 2.311656  -0.0627
C39 3.210871 -3.206347 2.851615  -0.0492
C40 3.753544 -1.328323 -1.255461  -0.4183
H33 0.250599 2.441490 -6.970473  0.1009
H34 -6.517822 0.219724 0.637634  0.1130
H35 4.182969 -3.510140 2.487264  0.1118
C41 0.383212 4.393393 4.550063  -0.0580
C42 -5.482324 -0.057646 0.492762  -0.0622
C43 0.087995 2.631662 6.171479  -0.0554
H36 -1.410183 -0.260042 -7.371095  0.1361
C44 -1.784151 -0.935103 -5.381921  -0.0086
H37 1.015122 4.517464 6.591151  0.1134
H38 -6.538659 0.417778 4.857079  0.1128
H39 -1.549184 -1.408498 -2.119693  0.0555
C45 -3.819735 4.496260 -2.253592  -0.0559
H40 -5.875192 -2.162762 0.549764  0.1098
H41 6.618424 -2.611051 0.007955  0.0989
C46 1.321452 -3.552364 4.311050  -0.0678
C47 1.653039 2.075424 1.393421  -0.1247
N5 -1.845487 -1.571378 -3.076458  0.1789
N6 -0.862328 1.491088 -1.045503  -0.3347
C48 -2.815367 -0.772704 0.117212  -0.1026
C49 5.878944 -1.880806 -0.291561  -0.1015
C50 3.394482 -1.074130 -4.570295  -0.0821
H42 1.143315 1.997541 0.440457  0.0309
H43 -4.084817 6.144360 0.695467  0.1099
C51 1.599766 1.031508 2.302234  -0.3151
H44 -2.833426 -1.172899 3.386658  0.1057
C52 -3.028337 0.955946 3.432479  -0.3087
H45 1.028096 -7.072505 -0.204996  0.1050
C53 1.208316 -6.073223 -0.578791  -0.0777
H46 0.829707 -4.126046 5.085422  0.1082
C54 -5.547242 0.569895 4.451843  -0.0549
O1 1.148063 1.600390 -4.430482  0.0509
C55 2.570745 -3.937632 3.847519  -0.0635
H47 2.755750 -4.471109 -3.133227  0.1047
C56 -1.298867 -0.821704 -4.044978  -0.3989
C57 4.692218 -2.283854 -0.879251  -0.1058
C58 2.230220 1.104159 3.544207  -0.0609
H48 -4.081030 4.601127 -3.297744  0.1112
N7 -0.298967 -0.024345 -3.724954  0.0983
C59 -1.136173 -0.215443 -6.324758  -0.0542
H49 3.444360 2.317749 4.820820  0.1141
H50 7.035720 -0.195692 0.360751  0.1041
H51 4.337600 -0.473891 -6.396011  0.1101

Atoms 1-2, force components in eV/Å:
0.0 0.2 0.1
-0.1 0.0 0.0

=====

Record 2
Entry from the OMol25 dataset: the molecule C3H7N3 (ωB97M-V/def2-TZVPD).

Summary:
total charge	0
SMILES	CN1N=CCN1
HOMO energy	-8.1	eV
LUMO energy	1.084	eV
frontier orbital gap	9.216	eV

Each line ends with the natural charge from an NBO analysis.
Geometry (Å):
H1 2.168281 0.951651 0.770545  0.1981
H2 -1.725653 0.556302 -1.018091  0.2174
C1 1.505236 0.633870 0.013319  -0.2888
H3 -2.170137 -1.221956 -0.470668  0.2169
N1 -0.615241 -0.243676 0.453646  -0.1753
C2 1.386406 -0.949326 -0.082157  0.0118
H4 -2.713532 0.074173 0.591392  0.1993
H5 -0.198240 1.492394 0.999038  0.3711
H6 1.946652 0.927878 -0.882690  0.1995
C3 -1.889276 -0.160732 -0.188985  -0.4462
N2 0.030081 1.001349 0.093863  -0.4909
H7 2.090540 -1.722610 -0.351556  0.2102
N3 0.184888 -1.339317 0.072348  -0.2232

Atoms 1-2, force components in eV/Å:
0.3 0.4 1.4
-1.1 -0.6 0.2

=====

Record 3
Entry from the OMol25 dataset: the molecule C3H6N3P (ωB97M-V/def2-TZVPD).

Summary:
total charge	0
SMILES	Cc1n[nH]nc1P
HOMO energy	-8.8	eV
LUMO energy	1.017	eV
frontier orbital gap	9.852	eV

Each line ends with the natural charge from an NBO analysis.
Geometry (Å):
H1 1.706040 2.609410 -0.197033  0.4092
C1 0.826845 -1.633948 -0.270126  -0.6472
N1 -0.261001 1.841380 -0.017836  -0.2360
N2 1.634246 0.667595 -0.044592  -0.2754
C2 0.725688 -0.212934 -0.108623  0.1644
H2 0.529384 -1.809254 -1.349877  0.2320
C3 -0.656746 0.582100 -0.063670  -0.2123
H3 -1.973164 -0.778299 1.058467  -0.0083
P1 -2.355294 -0.006712 -0.109490  0.3195
H4 0.089423 -2.135168 0.323273  0.2240
N3 1.029080 1.884826 0.078774  -0.2069
H5 1.711522 -2.010752 0.030851  0.2314
H6 -3.006020 1.001750 0.669882  0.0058

Atoms 1-2, force components in eV/Å:
-1.5 0.1 0.3
-2.9 0.0 -2.3

=====

Record 4
Entry from the OMol25 dataset: C5H9N3 as an isolated structure (ωB97M-V/def2-TZVPD).

Summary:
total charge	0
HOMO energy	-9.2	eV
LUMO energy	0.664	eV
frontier orbital gap	9.901	eV

Each line ends with the natural charge from an NBO analysis.
Geometry (Å):
C1 -0.194524 0.244070 -0.995757  -0.0710
N1 2.114180 -0.440590 0.116511  -0.8927
C2 0.657339 -0.538685 0.178618  -0.0862
H1 -1.231892 -1.767568 0.566065  0.3511
H2 2.405633 -1.375002 0.825795  0.3753
H3 0.197787 0.242891 -2.035899  0.2008
C3 -1.359033 0.296856 0.797224  -0.1124
N2 -1.983448 -1.087901 0.308461  -0.5471
H4 -2.124248 0.885880 1.280371  0.2170
C4 -1.573224 -0.000534 -0.637522  -0.1188
H5 2.699831 -0.558034 -0.936730  0.3777
N3 0.246488 1.501318 -0.428601  -0.6022
H6 0.494711 1.410237 1.789941  0.2190
H7 -2.216708 0.480342 -1.483832  0.2243
H8 0.460908 -1.595923 0.480965  0.1802
H9 1.281358 1.544126 -0.633254  0.3646
C5 0.124843 0.758516 0.807644  -0.0796

Atoms 1-2, force components in eV/Å:
4.7 -2.6 -2.8
3.8 -3.7 -0.8

=====

Record 5
Entry from the OMol25 dataset: a 3-piece molecular cluster, H6O3 overall (ωB97M-V/def2-TZVPD).

Summary:
total charge	0
SMILES	O.O.O
HOMO energy	-10.4	eV
LUMO energy	0.387	eV
frontier orbital gap	10.739	eV

Each line ends with the natural charge from an NBO analysis.
Geometry (Å):
H1 0.164781 0.923045 -0.929124  0.4823
O1 0.759128 1.209871 -0.232826  -0.9214
O2 0.414824 -0.540138 1.783924  -1.0030
H2 -1.274337 -0.534897 -1.649184  0.4616
H3 -1.378971 -1.073448 -0.196447  0.4927
H4 0.839947 -1.343714 1.447897  0.4631
H5 0.725092 0.257698 1.149095  0.5055
O3 -0.782901 -1.001284 -0.964425  -0.9490
H6 0.532436 2.102868 -0.408909  0.4682

Atoms 1-2, force components in eV/Å:
0.0 -1.9 0.0
-0.1 0.1 -0.9

=====

Record 6
Entry from the OMol25 dataset: C26H18BrClF4N2NiO4PS2 as an isolated structure (ωB97M-V/def2-TZVPD).

Summary:
total charge	+1
HOMO energy (alpha / beta)	-11.9 / -11.9	eV
LUMO energy (alpha / beta)	-3.079 / -3.081	eV
frontier orbital gap (alpha / beta)	8.859 / 8.857	eV

Each line ends with the natural charge from an NBO analysis.
Geometry (Å):
C1 -0.156149 0.941246 -3.515534  -0.2052
C2 -2.050571 -0.246213 -1.430302  -0.5543
H1 1.124268 3.000535 -1.142550  0.2270
P1 -0.650915 0.713263 -0.797528  1.9843
H2 5.578944 -0.766182 2.293463  0.2648
C3 -4.346497 -0.147365 -2.228865  0.2713
C4 3.536443 -1.326970 1.730395  0.0998
C5 1.619697 3.055426 -3.217349  -0.2094
H3 -3.593319 3.749763 1.859808  0.2311
Cl1 -1.565199 -0.636886 2.399676  1.8659
C6 3.333605 -2.394142 4.054333  -0.4102
C7 -3.297813 -2.267222 -1.844157  0.2844
C8 0.959794 2.550394 -2.109780  -0.1925
C9 0.503720 1.453211 -4.623068  -0.1932
C10 3.380011 -0.742313 -0.430223  0.1168
N1 1.626984 -2.493122 2.519265  -0.5081
C11 -4.423267 -1.525909 -2.180047  0.3267
H4 0.569120 3.630126 2.840874  0.2244
C12 2.896692 -2.030003 2.829589  0.0928
C13 -0.260272 3.312841 2.222922  -0.2056
H5 4.276702 -2.168261 4.522901  0.2645
H6 0.317753 1.032882 -5.602269  0.2303
C14 4.780407 -0.820775 1.572915  -0.4043
H7 1.901624 2.909354 -5.339130  0.2306
C15 -0.207798 -3.924905 3.439105  -0.6784
H8 3.071724 0.319965 -2.263352  0.2490
C16 -0.055614 2.372262 1.227834  -0.1897
H9 -0.539060 -4.044323 2.413360  0.2609
H10 1.790752 -0.827704 -1.834190  0.2611
C17 1.392999 2.505871 -4.473447  -0.1754
F1 -3.077962 1.793002 -2.006627  -0.3005
H11 -0.127224 -4.898817 3.920325  0.2403
Br1 -0.612427 -2.779008 -1.386034  0.1293
S1 4.975770 -0.271039 -0.035606  0.5319
O1 0.398305 -0.154754 -0.133472  -1.1623
H12 0.927440 1.934672 1.102294  0.2223
C18 -1.529224 3.828802 2.434734  -0.1669
N2 2.743911 -1.247572 0.597685  -0.5057
S2 2.161454 -3.380647 4.813092  0.5464
C19 -1.116407 1.957865 0.413726  -0.4880
C20 -2.395652 2.448297 0.664896  -0.0708
C21 -2.594162 3.383575 1.667163  -0.2224
O2 -2.758028 -0.380519 1.615325  -0.8358
H13 3.349961 -1.417069 -2.433066  0.2510
O3 -0.862982 -1.809978 1.621445  -0.9286
O4 -1.894030 -1.192426 3.695851  -0.8233
F2 -5.385112 0.569525 -2.621119  -0.2644
H14 2.300379 3.888981 -3.105626  0.2298
H15 -0.847521 0.115196 -3.640122  0.2242
H16 -1.694361 4.556892 3.217751  0.2291
C22 -3.156056 0.462864 -1.876378  0.4124
C23 2.860972 -0.655175 -1.823758  -0.6675
C24 0.070347 1.481929 -2.253240  -0.3708
H17 -0.956921 -3.326913 3.959361  0.2881
F3 -5.541886 -2.137313 -2.514652  -0.2586
Ni1 0.888220 -1.566290 1.021757  1.1331
C25 1.110094 -3.235539 3.472317  0.1360
H18 -3.254593 2.081271 0.129097  0.2175
C26 -2.111683 -1.645861 -1.498857  -0.0095
F4 -3.385409 -3.588772 -1.912913  -0.2754

Atoms 1-2, force components in eV/Å:
0.0 -0.1 0.0
-0.1 0.0 0.0

=====

Energy relative to the best compared isomer or geometry (same formula, charge and spin) readings, ordered: 0.585, 2.979, 2.277, 6.653, 0.829, 0.000 eV
Max |F| readings, ordered: 0.67, 3.22, 5.36, 6.07, 3.48, 0.61 eV/Å